C25H18FeN8O6S3 as an isolated structure in a non-equilibrium geometry. Source: the OMol25 dataset; level of theory: ωB97M-V with the def2-TZVPD basis set.

```
! RIJCOSX wB97M-V def2-TZVPD def2/J DEFGRID3
* xyz -2 5
Fe -1.52 0.32 1.59
C -3.43 -3.00 -2.06
C -4.48 -2.99 -0.98
N -3.94 -3.03 0.34
C -3.25 -2.05 0.94
S -2.73 -0.62 0.03
N -2.86 -2.20 2.18
N -1.77 -1.47 2.43
C -0.80 -1.88 3.23
C -1.01 -2.92 4.26
C 0.41 -1.19 3.03
C 1.65 -1.62 3.47
C 2.81 -1.00 3.05
C 2.67 0.04 2.11
C 1.41 0.51 1.78
N 0.31 -0.08 2.24
H -3.80 -3.48 -3.00
H -3.07 -1.99 -2.30
H -2.51 -3.53 -1.85
H -5.17 -2.10 -1.04
H -5.16 -3.87 -1.02
H -4.11 -3.85 0.95
H -2.02 -2.78 4.56
H -0.91 -3.91 3.79
H -0.26 -2.70 5.08
H 1.71 -2.51 4.09
H 3.78 -1.38 3.33
H 3.57 0.44 1.62
H 1.24 1.24 1.00
S -2.39 1.61 3.01
C -2.28 3.14 2.13
C -2.82 4.32 2.65
C -2.76 5.51 1.93
C -3.32 6.69 2.52
N -3.80 7.65 2.97
C -2.19 5.54 0.65
C -1.80 4.32 0.06
C -1.76 3.15 0.84
S -1.13 1.72 -0.02
C -1.82 6.72 -0.03
N -1.54 7.70 -0.62
H -3.23 4.28 3.66
H -1.59 4.19 -0.97
O 0.65 -2.55 -3.82
C 1.42 -2.48 -2.88
O 1.58 -2.99 -1.73
C 2.62 -1.56 -3.11
C 3.25 -1.66 -4.32
C 4.41 -0.93 -4.46
C 4.82 0.04 -3.64
C 4.07 0.22 -2.49
C 3.02 -0.61 -2.14
N 4.35 1.40 -1.70
O 3.87 1.54 -0.57
O 5.09 2.26 -2.23
N 5.03 -1.11 -5.81
O 5.89 -0.30 -6.16
O 4.56 -2.02 -6.52
H 2.82 -2.28 -5.11
H 5.69 0.68 -3.78
H 2.54 -0.56 -1.16
*
```

Calculated values
**Gap between HOMO and LUMO (alpha / beta)**: 4.6 / 5.9 eV
**ΔE to the lowest compared entry with this formula, charge and spin**: 31.7 kcal/mol
**LUMO energy (alpha / beta)**: 0.122 / 0.122 Ha

Results of the Mulliken charge analysis, in e, for atoms 1 through 5: -0.71 -1.05 -0.41 -0.18 0.32

A 2-piece molecular cluster, C3H6BrI overall in a non-equilibrium geometry. Source: the OMol25 dataset; level of theory: ωB97M-V with the def2-TZVPD basis set.

```
! RIJCOSX wB97M-V def2-TZVPD def2/J DEFGRID3
* xyz 0 1
C 0.30 1.39 -0.09
C 0.23 -1.29 -0.21
C -0.04 0.01 0.42
Br 2.21 -1.47 -0.20
I -3.23 -0.45 -0.19
H 1.10 1.55 -0.88
H -0.74 1.70 -0.21
H 0.58 2.10 0.68
H 0.07 -2.09 0.48
H -0.12 -1.42 -1.27
H -0.36 -0.04 1.46
*
```

Calculated values
**Gap between HOMO and LUMO (alpha / beta)**: 8.0 / 5.8 eV
**ΔE to the lowest compared entry with this formula, charge and spin**: 57.4 kcal/mol
**LUMO energy (alpha / beta)**: -0.048 / -0.100 Ha

Results of the Mulliken charge analysis, in e, for atoms 1 through 5: -0.71 -0.50 -0.40 -0.17 -0.23

C6H8CoLiO6 as an isolated structure in a non-equilibrium geometry. Source: the OMol25 dataset; level of theory: ωB97M-V with the def2-TZVPD basis set.

```
! RIJCOSX wB97M-V def2-TZVPD def2/J DEFGRID3
* xyz 1 4
O 0.29 0.13 1.57
C 0.47 -1.19 1.11
C -0.64 0.15 2.68
O 1.55 -1.50 0.64
O -0.18 -2.00 1.93
C -1.12 -1.30 2.76
H -1.46 0.84 2.45
H -0.09 0.48 3.56
H -2.12 -1.43 2.33
H -1.07 -1.71 3.77
Co 0.33 1.58 0.12
O -1.42 0.95 -0.46
O -0.87 -0.38 -2.13
C -0.22 0.71 -2.82
C 1.27 0.77 -2.49
O 1.57 0.92 -1.13
C -1.37 -0.24 -0.90
H -0.34 0.49 -3.89
H -0.71 1.66 -2.59
H 1.73 1.59 -3.07
H 1.73 -0.12 -2.96
Li 2.66 -0.40 -0.46
*
```

Calculated values
**Gap between HOMO and LUMO (alpha / beta)**: 7.2 / 6.6 eV
**ΔE to the lowest compared entry with this formula, charge and spin**: 0.0 kcal/mol
**LUMO energy (alpha / beta)**: -0.163 / -0.179 Ha

Results of the Mulliken charge analysis, in e, for atoms 1 through 5: -0.25 0.88 -0.22 -0.69 -0.32

A 2-piece molecular cluster, C2H4NP overall in a non-equilibrium geometry. Source: the OMol25 dataset; level of theory: ωB97M-V with the def2-TZVPD basis set.

```
! RIJCOSX wB97M-V def2-TZVPD def2/J DEFGRID3
* xyz 0 1
C -0.03 -0.17 -0.68
C 1.27 -2.46 0.36
N -0.54 0.80 -0.32
P -1.44 2.12 0.21
H 1.64 -2.59 -0.68
H 0.29 -2.90 0.54
H -0.71 3.06 -0.71
H -0.48 2.15 1.28
*
```

Calculated values
**Gap between HOMO and LUMO (alpha / beta)**: 8.7 / 8.7 eV
**ΔE to the lowest compared entry with this formula, charge and spin**: 123.1 kcal/mol
**LUMO energy (alpha / beta)**: -0.004 / -0.004 Ha

Results of the Mulliken charge analysis, in e, for atoms 1 through 5: -0.12 -0.47 0.01 -0.09 0.22

C2H6N2O3 as an isolated structure in a non-equilibrium geometry. Source: the OMol25 dataset; level of theory: ωB97M-V with the def2-TZVPD basis set.

```
! RIJCOSX wB97M-V def2-TZVPD def2/J DEFGRID3
* xyz 0 1
C 1.29 0.20 -1.17
N 0.32 0.09 0.09
C -1.52 0.28 0.00
N 0.88 -0.53 1.19
O -0.53 -0.84 -0.71
O -1.68 0.51 1.32
O -2.35 0.62 -0.79
H -2.50 1.01 1.45
H 1.37 -1.38 0.92
H 0.20 -0.82 1.89
H 1.65 -0.74 -1.59
H 0.76 0.83 -1.88
H 2.12 0.75 -0.73
*
```

Calculated values
**Gap between HOMO and LUMO**: 10.4 eV
**ΔE to the lowest compared entry with this formula, charge and spin**: 146.8 kcal/mol
**LUMO energy**: 0.023 Ha

Results of the Mulliken charge analysis, in e, for atoms 1 through 5: -0.69 0.23 0.72 -0.64 -0.39

C42H29ClN3O7PSTi as an isolated structure in a non-equilibrium geometry. Source: the OMol25 dataset; level of theory: ωB97M-V with the def2-TZVPD basis set.

```
! RIJCOSX wB97M-V def2-TZVPD def2/J DEFGRID3
* xyz -2 3
Ti -1.14 -0.06 0.13
O 0.09 -4.12 -0.75
C -0.26 -2.79 -0.78
O -0.40 -2.17 0.31
C -0.43 -2.16 -2.02
C -0.27 -2.68 -3.33
C -0.51 -1.85 -4.40
C -0.92 -0.52 -4.21
C -1.07 -0.09 -2.89
N -0.82 -0.87 -1.85
C -1.52 1.28 -2.45
O -1.77 2.15 -3.27
O -1.60 1.38 -1.16
H 0.21 -4.32 0.18
H 0.04 -3.71 -3.46
H -0.38 -2.23 -5.41
H -1.14 0.16 -5.02
O 1.07 4.66 2.66
C -0.02 4.10 2.52
N -0.53 3.63 1.37
S -1.95 2.93 1.58
O -3.05 3.58 0.92
O -1.88 1.49 1.46
C -2.07 3.19 3.35
C -3.02 2.79 4.26
C -2.79 3.11 5.59
C -1.64 3.79 5.98
C -0.69 4.17 5.04
C -0.92 3.85 3.71
H -3.90 2.24 3.95
H -3.51 2.81 6.35
H -1.48 4.02 7.03
H 0.22 4.69 5.32
Cl -0.27 -0.44 2.82
C 1.08 0.58 0.31
H 1.57 0.98 -0.58
H 0.71 1.39 0.93
N -10.11 -4.50 1.90
C -9.09 -4.01 1.69
C -7.84 -3.41 1.42
C -6.73 -4.21 1.10
C -5.52 -3.63 0.84
C -5.35 -2.23 0.89
C -6.47 -1.44 1.21
C -7.70 -2.02 1.47
C -4.10 -1.63 0.62
C -3.03 -1.09 0.38
H -6.84 -5.29 1.07
H -4.66 -4.24 0.59
H -6.35 -0.37 1.24
H -8.55 -1.40 1.72
C 2.85 -4.84 2.11
C 3.24 -4.31 0.89
C 3.05 -2.97 0.61
C 2.43 -2.13 1.54
C 2.06 -2.67 2.77
C 2.26 -4.01 3.05
P 2.29 -0.31 1.19
C 3.03 0.49 2.64
C 3.99 -0.14 3.42
C 4.56 0.52 4.49
C 4.18 1.81 4.79
C 3.23 2.46 4.01
C 2.65 1.80 2.94
C 3.66 -0.19 -0.04
C 4.91 0.36 0.23
C 5.85 0.52 -0.77
C 5.56 0.13 -2.07
C 4.31 -0.40 -2.36
C 3.38 -0.56 -1.36
H 2.99 -5.89 2.32
H 3.70 -4.95 0.14
H 3.37 -2.60 -0.35
H 1.58 -2.03 3.50
H 1.95 -4.40 4.01
H 4.29 -1.16 3.19
H 5.30 0.01 5.10
H 4.62 2.33 5.64
H 2.92 3.47 4.23
H 1.90 2.30 2.34
H 5.15 0.68 1.24
H 6.81 0.96 -0.54
H 6.30 0.26 -2.86
H 4.06 -0.69 -3.37
H 2.39 -0.95 -1.60
*
```

Calculated values
**Gap between HOMO and LUMO (alpha / beta)**: 4.7 / 7.5 eV
**ΔE to the lowest compared entry with this formula, charge and spin**: 0.0 kcal/mol
**LUMO energy (alpha / beta)**: 0.146 / 0.146 Ha

Results of the Mulliken charge analysis, in e, for atoms 1 through 5: -0.22 -0.65 0.43 -0.48 0.04

C36H58ClGePRuSe as an isolated structure. Source: the OMol25 dataset; level of theory: ωB97M-V with the def2-TZVPD basis set.

```
! RIJCOSX wB97M-V def2-TZVPD def2/J DEFGRID3
* xyz 2 5
Ru -0.18 1.11 -0.70
C -0.13 2.81 0.82
C -0.96 1.79 1.43
C -2.09 1.63 0.57
C -1.90 2.55 -0.53
C -0.75 3.35 -0.31
C -0.29 4.48 -1.20
C 1.00 5.10 -0.67
C -0.06 3.95 -2.62
C -1.40 5.54 -1.23
C -3.43 0.89 0.74
C -4.14 1.47 1.97
C -4.35 1.15 -0.46
C -3.26 -0.63 0.84
C -0.52 1.31 2.82
C -1.11 -0.02 3.29
C -0.92 2.42 3.81
C 1.01 1.14 2.87
H 0.78 3.21 1.26
H -2.62 2.71 -1.32
H 1.82 4.37 -0.64
H 0.86 5.50 0.34
H 1.31 5.92 -1.31
H 0.61 3.08 -2.62
H 0.40 4.71 -3.25
H -1.00 3.65 -3.10
H -1.61 5.92 -0.23
H -2.33 5.14 -1.65
H -1.09 6.38 -1.85
H -4.28 2.55 1.85
H -3.60 1.31 2.89
H -5.12 1.02 2.07
H -4.61 2.21 -0.55
H -5.28 0.61 -0.30
H -3.93 0.81 -1.41
H -2.61 -0.93 1.66
H -2.86 -1.04 -0.09
H -4.24 -1.09 1.01
H -2.19 -0.04 3.35
H -0.72 -0.23 4.29
H -0.79 -0.84 2.64
H -2.00 2.59 3.80
H -0.43 3.36 3.56
H -0.63 2.14 4.82
H 1.37 0.48 2.07
H 1.30 0.70 3.82
H 1.54 2.09 2.78
C 2.12 0.18 -3.20
P 2.06 0.55 -1.42
C 2.91 -0.83 -0.61
C 4.22 -1.16 -0.95
C 4.86 -2.20 -0.30
C 4.21 -2.90 0.71
C 2.91 -2.56 1.06
C 2.27 -1.53 0.40
C 3.17 1.96 -1.19
C 3.60 2.76 -2.25
C 4.43 3.85 -2.01
C 4.84 4.14 -0.71
C 4.42 3.34 0.35
C 3.58 2.26 0.11
H 3.15 0.06 -3.53
H 1.64 0.98 -3.76
H 1.58 -0.75 -3.37
H 4.75 -0.60 -1.72
H 5.88 -2.46 -0.56
H 4.72 -3.70 1.23
H 2.41 -3.09 1.87
H 1.25 -1.25 0.67
H 3.29 2.55 -3.26
H 4.77 4.46 -2.83
H 5.49 4.98 -0.53
H 4.74 3.56 1.35
H 3.27 1.64 0.94
Cl -0.76 -1.66 -1.92
C -1.16 0.12 -2.22
H -2.25 0.15 -2.22
H -0.78 0.34 -3.22
C -2.40 -5.08 -2.28
Ge -1.52 -6.08 -0.88
C -0.43 -7.55 -1.47
C -2.68 -6.48 0.62
C -0.05 -4.74 -0.20
Se -0.75 -3.54 1.01
C -0.56 -4.52 2.66
H -3.24 -5.67 -2.66
H -1.72 -4.88 -3.10
H -2.79 -4.14 -1.90
H -1.05 -8.32 -1.92
H 0.11 -7.99 -0.64
H 0.28 -7.21 -2.22
H -3.49 -7.12 0.27
H -3.13 -5.58 1.03
H -2.15 -7.02 1.41
H 0.28 -4.21 -1.09
H 0.75 -5.34 0.24
H -1.56 -4.71 3.05
H -0.02 -3.88 3.36
H -0.02 -5.44 2.48
*
```

Calculated values
**Gap between HOMO and LUMO (alpha / beta)**: 8.2 / 5.5 eV
**ΔE to the lowest compared entry with this formula, charge and spin**: 0.0 kcal/mol
**LUMO energy (alpha / beta)**: -0.166 / -0.307 Ha

Results of the Mulliken charge analysis, in e, for atoms 1 through 5: 0.66 -0.84 0.69 0.46 -0.76

An isolated ion of composition C2H5IN4P and charge +1 in a non-equilibrium geometry. Source: the OMol25 dataset; level of theory: ωB97M-V with the def2-TZVPD basis set.

```
! RIJCOSX wB97M-V def2-TZVPD def2/J DEFGRID3
* xyz 1 1
N 2.02 -2.72 0.29
C 1.97 -1.62 -0.03
N 1.82 -0.34 -0.35
I 3.11 1.01 0.69
P 0.59 0.10 -1.45
C -0.95 0.27 -0.09
N -2.05 0.81 -0.54
N -0.82 -0.20 1.12
H 0.84 1.48 -1.37
H -2.88 0.90 0.03
H -2.10 1.15 -1.49
H -1.59 -0.17 1.79
H 0.03 -0.65 1.42
*
```

Calculated values
**Gap between HOMO and LUMO**: 8.0 eV
**ΔE to the lowest compared entry with this formula, charge and spin**: 49.6 kcal/mol
**LUMO energy**: -0.200 Ha
**SMILES string**: N#C[N+](I)=[PH]=C(N)N

Results of the Mulliken charge analysis, in e, for atoms 1 through 5: -0.34 0.49 -0.47 0.35 0.07

An isolated molecule of C12H16BrNO4S2. Source: the OMol25 dataset; level of theory: ωB97M-V with the def2-TZVPD basis set.

```
! RIJCOSX wB97M-V def2-TZVPD def2/J DEFGRID3
* xyz 0 1
C 3.13 2.23 2.13
O 2.32 1.98 0.98
C 1.81 0.77 0.87
O 2.13 -0.18 1.54
C 0.81 0.68 -0.28
C 1.52 0.64 -1.63
C 0.60 0.19 -2.75
S -0.29 -1.37 -2.40
C 1.11 -2.52 -2.25
N -0.09 1.80 -0.17
S -1.04 1.74 1.19
O -1.98 2.82 1.12
O -0.17 1.66 2.32
C -1.90 0.16 1.06
C -1.60 -0.82 1.99
C -2.22 -2.06 1.90
C -3.14 -2.30 0.89
C -3.43 -1.32 -0.04
C -2.80 -0.09 0.05
Br -3.17 1.23 -1.25
H 3.88 1.44 2.23
H 2.50 2.24 3.01
H 3.60 3.19 1.97
H 0.27 -0.28 -0.14
H 2.37 -0.05 -1.55
H 1.91 1.63 -1.86
H -0.20 0.91 -2.93
H 1.16 0.05 -3.68
H 1.76 -2.40 -3.12
H 0.69 -3.52 -2.24
H 1.65 -2.34 -1.33
H -0.59 2.04 -1.01
H -0.88 -0.59 2.75
H -1.99 -2.82 2.62
H -3.62 -3.26 0.82
H -4.13 -1.50 -0.84
*
```

Calculated values
**Gap between HOMO and LUMO**: 9.4 eV
**LUMO energy**: 0.018 Ha
**SMILES string**: COC(=O)[C@H](CCSC)NS(=O)(=O)c1ccccc1Br

Results of the Mulliken charge analysis, in e, for atoms 1 through 5: -0.73 -0.28 0.01 -0.64 0.67

C23H15BiF3N3O4S as an isolated structure. Source: the OMol25 dataset; level of theory: ωB97M-V with the def2-TZVPD basis set.

```
! RIJCOSX wB97M-V def2-TZVPD def2/J DEFGRID3
* xyz 0 1
Bi -0.07 -0.85 -1.35
C 6.57 -1.40 1.06
C 5.11 -1.34 1.40
C 4.33 -2.48 1.47
C 2.96 -2.41 1.70
C 2.39 -1.16 1.89
C 3.15 0.00 1.86
C 4.50 -0.10 1.62
S 0.66 -1.05 2.08
O 0.36 -0.24 3.22
O 0.10 -2.36 1.91
N 0.13 -0.25 0.74
C 0.13 1.12 0.51
C 0.22 2.20 1.40
C 0.09 3.46 0.88
C -0.14 3.67 -0.49
C -0.21 2.58 -1.30
N -0.06 1.34 -0.80
H 6.92 -2.43 0.98
H 7.17 -0.89 1.82
H 6.75 -0.90 0.10
H 4.79 -3.45 1.30
H 2.34 -3.29 1.71
H 2.69 0.97 2.00
H 5.10 0.81 1.55
H 0.37 2.01 2.45
H 0.15 4.31 1.54
H -0.25 4.66 -0.90
H -0.35 2.65 -2.37
F 4.07 1.73 -3.19
C 3.08 1.32 -2.42
F 1.97 1.17 -3.21
F 2.80 2.31 -1.54
C 3.39 0.00 -1.67
O 4.56 -0.35 -1.65
O 2.35 -0.51 -1.13
N -10.27 -0.83 -0.65
C -9.13 -0.81 -0.74
C -7.68 -0.79 -0.84
C -7.08 -0.79 -2.10
C -5.70 -0.77 -2.20
C -4.91 -0.76 -1.05
C -5.52 -0.76 0.21
C -6.90 -0.78 0.31
C -3.47 -0.73 -1.14
C -2.26 -0.70 -1.19
H -7.69 -0.80 -2.99
H -5.22 -0.77 -3.17
H -4.91 -0.75 1.10
H -7.38 -0.79 1.28
*
```

Calculated values
**Gap between HOMO and LUMO**: 7.5 eV
**ΔE to the lowest compared entry with this formula, charge and spin**: 20.3 kcal/mol
**LUMO energy**: -0.061 Ha

Results of the Mulliken charge analysis, in e, for atoms 1 through 5: 1.32 -1.43 1.03 -0.70 -0.59

C37H49N9OSn as an isolated structure in a non-equilibrium geometry. Source: the OMol25 dataset; level of theory: ωB97M-V with the def2-TZVPD basis set.

```
! RIJCOSX wB97M-V def2-TZVPD def2/J DEFGRID3
* xyz 2 1
Sn 0.33 0.60 0.75
C -6.32 0.89 0.81
C -5.27 1.91 1.26
C -3.99 1.73 0.52
C -3.58 2.35 -0.62
C -4.25 3.44 -1.39
C -3.68 4.80 -0.98
C -2.25 1.84 -0.92
N -1.91 0.90 0.05
C -2.94 0.80 0.87
C -3.03 -0.15 1.94
C -2.10 -1.07 2.31
C -2.24 -2.05 3.38
C -3.40 -2.17 4.31
C -4.54 -2.99 3.71
C -1.09 -2.79 3.38
C -0.26 -2.25 2.31
C 1.04 -2.76 1.97
C 1.86 -2.35 0.97
N 1.56 -1.33 0.07
C 2.56 -1.27 -0.80
C 2.60 -0.39 -1.92
C 1.67 0.53 -2.29
N 0.50 0.80 -1.60
C -0.17 1.70 -2.31
C -1.47 2.19 -1.98
C 0.57 2.10 -3.49
C 1.72 1.37 -3.48
C 2.86 1.41 -4.45
C 2.75 0.30 -5.50
C 0.12 3.11 -4.48
C -0.80 2.49 -5.54
C 3.61 -2.23 -0.48
C 3.17 -2.91 0.63
C 3.87 -3.97 1.39
C 3.47 -5.38 0.95
C 4.88 -2.39 -1.24
C 4.70 -3.30 -2.46
N -0.85 -1.24 1.70
C -0.66 -3.85 4.33
C 0.26 -3.24 5.39
H -7.24 1.04 1.38
H -5.97 -0.12 0.96
H -6.55 1.03 -0.24
H -5.09 1.83 2.33
H -5.65 2.92 1.07
H -5.32 3.43 -1.18
H -4.12 3.28 -2.46
H -3.79 4.97 0.08
H -4.19 5.60 -1.52
H -2.62 4.85 -1.22
H -3.96 -0.16 2.48
H -3.78 -1.17 4.57
H -3.07 -2.65 5.23
H -4.88 -2.59 2.75
H -5.39 -3.00 4.39
H -4.22 -4.02 3.55
H 1.38 -3.60 2.56
H 3.45 -0.50 -2.57
H -1.90 2.88 -2.69
H 3.80 1.30 -3.92
H 2.87 2.38 -4.95
H 2.74 -0.68 -5.04
H 3.61 0.36 -6.17
H 1.85 0.41 -6.09
H 0.99 3.54 -4.98
H -0.41 3.92 -3.97
H -0.27 1.73 -6.11
H -1.14 3.25 -6.24
H -1.67 2.02 -5.09
H 3.66 -3.86 2.46
H 4.95 -3.86 1.26
H 2.39 -5.53 1.03
H 3.97 -6.12 1.57
H 3.75 -5.56 -0.09
H 5.64 -2.82 -0.59
H 5.24 -1.41 -1.56
H 4.38 -4.29 -2.15
H 5.65 -3.39 -2.98
H 3.96 -2.89 -3.14
H -0.14 -4.65 3.81
H -1.54 -4.29 4.81
H 1.14 -2.80 4.93
H 0.59 -4.01 6.09
H -0.27 -2.47 5.95
N 4.49 4.07 0.61
N 3.16 4.01 0.44
N 2.45 5.05 0.16
C 1.21 4.58 0.20
N 1.21 3.28 0.50
N 2.46 2.93 0.65
H 4.91 4.91 0.23
H 4.99 3.21 0.47
H 0.35 5.18 0.02
O 0.79 0.91 3.46
H 1.38 1.66 3.53
H 0.46 0.73 4.35
*
```

Calculated values
**Gap between HOMO and LUMO (alpha / beta)**: 4.9 / 4.9 eV
**ΔE to the lowest compared entry with this formula, charge and spin**: 0.0 kcal/mol
**LUMO energy (alpha / beta)**: -0.296 / -0.296 Ha

Results of the Mulliken charge analysis, in e, for atoms 1 through 5: 1.21 -1.10 -1.24 0.67 0.33